Below is 2 unconnected molecules or ions with the total composition C41H40N2O4S2, with properties calculated with ωB97M-V/def2-TZVPD.

Results
* 2S+1: 1
* ΔE to the lowest compared entry with this formula, charge and spin: 0.000 eV
* net charge: 0
* HOMO-LUMO gap: 0.3004 Ha

Element x y z (Å)
C 5.552 2.916 0.238
C 4.139 3.420 0.268
C 3.197 2.884 -0.619
C 1.857 3.281 -0.578
C 0.881 2.647 -1.505
C 1.486 4.271 0.335
N 0.138 4.650 0.329
C -0.930 3.767 0.241
N -2.028 4.611 0.328
C -3.390 4.236 0.395
C -3.765 3.287 1.348
C -2.714 2.756 2.256
C -5.103 2.877 1.420
C -6.072 3.420 0.567
C -7.488 2.914 0.607
C -5.680 4.426 -0.329
C -4.348 4.859 -0.420
C -3.963 5.895 -1.422
C -1.629 5.953 0.447
C -0.299 5.980 0.413
C 2.411 4.858 1.228
C 1.995 5.851 2.264
C 3.737 4.406 1.183
H 6.139 3.403 1.024
H 5.580 1.828 0.397
H 6.023 3.118 -0.735
H 3.484 2.124 -1.350
H -0.173 2.961 -1.336
H 1.142 2.872 -2.552
H 0.914 1.558 -1.355
H -3.087 1.849 2.755
H -1.800 2.530 1.656
H -2.430 3.485 3.039
H -5.385 2.095 2.132
H -8.101 3.401 -0.160
H -7.523 1.829 0.437
H -7.951 3.099 1.586
H -6.414 4.865 -1.010
H -4.817 6.054 -2.087
H -3.725 6.869 -0.974
H -3.116 5.583 -2.043
H -2.345 6.748 0.546
H 0.377 6.818 0.404
H 2.828 6.013 2.958
H 1.746 6.833 1.845
H 1.141 5.514 2.865
H 4.466 4.812 1.894
C -1.310 -6.342 -4.778
C -1.915 -5.320 -4.038
C -1.583 -5.130 -2.694
C -0.612 -5.937 -2.095
S -0.164 -5.622 -0.386
C 1.001 -4.264 -0.396
C 1.791 -4.075 -1.477
C 2.982 -3.240 -1.572
C 2.885 -1.854 -1.353
C 4.012 -1.036 -1.431
C 5.266 -1.599 -1.726
C 5.373 -2.977 -1.977
C 4.236 -3.789 -1.929
S 1.349 -3.331 1.129
C 0.683 -4.370 2.453
C -0.441 -3.923 3.141
C -0.937 -4.677 4.206
C -0.325 -5.883 4.563
C 0.792 -6.333 3.851
C 1.303 -5.577 2.794
O 2.770 -3.298 1.391
O 0.577 -2.111 0.999
O -1.365 -5.159 0.276
O 0.515 -6.823 0.064
C -0.047 -7.001 -2.812
C -0.384 -7.187 -4.157
H -1.562 -6.478 -5.833
H -2.650 -4.662 -4.502
H -2.077 -4.360 -2.104
H 1.576 -4.735 -2.313
H 1.900 -1.437 -1.127
H 3.886 0.036 -1.257
H 6.159 -0.970 -1.778
H 6.346 -3.419 -2.212
H 4.298 -4.868 -2.106
H -0.922 -3.004 2.809
H -1.810 -4.310 4.747
H -0.724 -6.476 5.390
H 1.273 -7.278 4.111
H 2.170 -5.927 2.234
H 0.645 -7.679 -2.316
H 0.085 -7.998 -4.717

Below is a gas-phase ion, C5H3Cl2N2O4S (charge -1), with properties calculated with ωB97M-V/def2-TZVPD.

Results
* 2S+1: 1
* ΔE to the lowest compared entry with this formula, charge and spin: 0.707 eV
* net charge: -1
* HOMO-LUMO gap (alpha / beta): 0.2864 / 0.2864 Ha

Element x y z (Å)
C -1.758 -0.606 0.679
C -0.585 -1.458 0.692
C -0.883 1.121 -0.931
C -1.730 0.620 0.073
C 0.706 -0.958 0.731
N -0.245 0.325 -1.702
N 0.518 -0.626 -1.399
O 0.833 -1.631 -2.034
O 0.960 0.234 0.951
O 3.138 0.821 -0.544
O 2.022 2.610 0.592
S 2.581 1.325 0.662
Cl -2.972 1.775 0.526
Cl 2.017 -2.148 0.780
H -2.596 -0.984 1.320
H -0.970 -2.479 0.943
H -1.037 2.057 -1.339

Below is C11H16N2O3S in the gas phase, with properties calculated with ωB97M-V/def2-TZVPD.

Results
* 2S+1: 1
* ΔE to the lowest compared entry with this formula, charge and spin: 3.682 eV
* SMILES: CCN(CC)S(=O)(=O)c1ccccc1/C=N\O
* net charge: 0
* HOMO-LUMO gap: 0.3607 Ha

Element x y z (Å)
C -2.562 -1.436 0.044
C -2.630 -0.014 0.602
N -1.493 0.803 0.259
C -1.476 1.585 -0.949
C -1.197 0.767 -2.212
S -0.291 1.035 1.379
O -0.798 0.665 2.668
O 0.236 2.355 1.206
C 0.895 -0.224 0.880
C 0.743 -1.463 1.474
C 1.503 -2.538 1.048
C 2.405 -2.367 0.009
C 2.562 -1.125 -0.578
C 1.813 -0.032 -0.142
C 2.087 1.296 -0.727
N 2.666 2.259 -0.154
O 3.058 2.057 1.156
H -2.629 -1.441 -1.040
H -3.388 -2.019 0.443
H -1.628 -1.910 0.334
H -3.543 0.481 0.252
H -2.655 -0.054 1.692
H -0.690 2.328 -0.805
H -2.431 2.113 -1.058
H -0.965 1.438 -3.035
H -2.063 0.174 -2.491
H -0.355 0.098 -2.053
H 0.032 -1.553 2.280
H 1.391 -3.503 1.519
H 2.995 -3.202 -0.339
H 3.281 -0.985 -1.372
H 1.850 1.466 -1.768
H 3.278 2.942 1.479

Below is 5 unconnected molecules or ions with the total composition C14H29N3O6, with properties calculated with ωB97M-V/def2-TZVPD.

Results
* 2S+1: 1
* ΔE to the lowest compared entry with this formula, charge and spin: 0.000 eV
* net charge: -2
* HOMO-LUMO gap: 0.2076 Ha

Element x y z (Å)
N 3.569 -0.646 -1.639
H 3.858 0.270 -1.959
H 3.183 -0.702 -0.682
H 4.190 -1.399 -1.908
H 2.697 -0.871 -2.187
N -0.060 0.401 -1.125
H 0.500 1.210 -0.812
H -0.491 -0.013 -0.282
H 0.536 -0.262 -1.682
H -0.732 0.801 -1.804
C 1.808 3.406 2.196
C 2.926 3.495 3.063
C 4.002 2.305 2.957
O 4.999 2.395 3.654
C 3.580 1.087 2.247
C 2.468 1.135 1.430
C 1.560 2.331 1.385
O 0.496 2.319 0.658
O 2.143 0.095 0.749
O 3.170 4.395 3.864
H 1.079 4.208 2.217
H 4.177 0.192 2.358
O -0.988 0.951 -3.454
C -0.769 -0.250 -4.145
C 0.603 -0.969 -4.088
O 1.254 -1.134 -2.877
H -1.093 -0.133 -5.197
H -1.568 -0.954 -3.825
H 1.349 -0.433 -4.707
H 0.445 -1.870 -4.715
C -1.454 -2.839 -0.846
C -1.483 -2.297 0.612
N -1.713 -0.878 0.742
C -1.405 -0.396 2.083
C -1.561 1.134 2.259
C -3.030 -0.428 0.238
C -4.168 -0.954 1.087
H -1.236 -2.096 -1.615
H -2.451 -3.250 -1.018
H -0.674 -3.590 -0.958
H -2.194 -2.945 1.142
H -0.476 -2.441 1.011
H -2.077 -0.815 2.847
H -0.399 -0.685 2.385
H -2.598 1.462 2.148
H -1.255 1.505 3.237
H -0.954 1.686 1.534
H -3.119 -0.830 -0.774
H -2.999 0.651 0.103
H -5.108 -0.393 1.031
H -4.041 -0.981 2.173
H -4.495 -1.979 0.889

Below is a molecular structure, C3H8O, with properties calculated with ωB97M-V/def2-TZVPD.

Results
* 2S+1: 2
* ΔE to the lowest compared entry with this formula, charge and spin: 3.909 eV
* net charge: +1
* HOMO-LUMO gap (alpha / beta): 0.4055 / 0.3009 Ha

Element x y z (Å)
C -0.032 0.565 1.216
O -0.425 -1.804 0.145
C 0.391 -0.202 -0.002
C -0.260 0.168 -1.367
H -1.118 0.592 1.368
H 0.410 1.551 1.379
H 0.284 -0.018 2.089
H 1.483 -0.150 -0.135
H 0.531 -1.388 0.329
H -0.089 1.214 -1.710
H 0.168 -0.572 -2.030
H -1.342 0.043 -1.282

Below is a gas-phase ion, C7H15N5O2 (charge +2), with properties calculated with ωB97M-V/def2-TZVPD.

Results
* 2S+1: 1
* ΔE to the lowest compared entry with this formula, charge and spin: 0.000 eV
* SMILES: N[C@@H]1NC(=[NH2+])C=C[C@@]1(CC[NH3+])[N+](=O)[O-]
* net charge: +2
* HOMO-LUMO gap: 0.3595 Ha

Element x y z (Å)
N 0.298 1.790 0.981
C -0.163 1.025 -0.194
N -1.509 1.364 -0.669
C -2.582 0.769 -0.216
N -3.776 1.078 -0.632
C -2.452 -0.197 0.822
C -1.297 -0.884 0.898
C -0.102 -0.565 0.097
C 1.165 -0.799 0.797
C 2.389 -0.203 -0.021
N 3.564 -1.171 -0.106
N -0.226 -1.321 -1.279
O 0.684 -2.041 -1.602
O -1.239 -1.161 -1.959
H 0.542 2.730 0.772
H -0.265 1.712 1.708
H 0.559 1.385 -0.991
H -1.580 2.103 -1.332
H -4.592 0.787 -0.010
H -3.860 1.547 -1.529
H -3.258 -0.569 1.440
H -1.334 -1.762 1.644
H 1.631 -1.792 0.839
H 1.178 -0.277 1.749
H 2.102 -0.028 -1.081
H 2.730 0.765 0.426
H 3.383 -1.954 -0.751
H 3.705 -1.616 0.754
H 4.304 -0.715 -0.555

Number 1: strongest force on any atom 2.15 eV Å⁻¹. Number 2: strongest force on any atom 4.06 eV Å⁻¹. Number 3: strongest force on any atom 1.15 eV Å⁻¹. Number 4: strongest force on any atom 2.61 eV Å⁻¹. Number 5: strongest force on any atom 7.60 eV Å⁻¹. Number 6: strongest force on any atom 5.45 eV Å⁻¹.